C59H47CaCl5N2OP2S3 as an isolated structure, computed with ωB97M-V/def2-TZVPD.

Summary:
Relative energy (zero: lowest compared OMol25 entry of this formula, charge and spin), eV: 0.477
2S+1: 1
Net charge: 0
Molecular weight, g/mol: 1175.53

Geometry as XYZ:
```
120
Properties=species:S:1:pos:R:3:forces:R:3:mulliken_charge:R:1
Ca -0.4201 -2.2545 1.4775 -0.02 -0.22 -0.71 0.91
S -2.6070 -4.3577 1.1386 0.07 0.03 0.17 -0.13
C -3.7691 -3.2620 0.6828 -0.20 0.04 -0.22 -0.17
N -4.8982 -3.0257 1.3421 0.08 0.00 0.16 0.09
C -5.9373 -2.1962 0.7405 0.04 0.02 -0.05 -0.69
C -6.0194 -2.5414 -0.7266 0.01 0.07 0.05 -0.84
N -4.7127 -2.2906 -1.3283 0.03 0.09 0.02 0.29
C -4.7215 -1.6706 -2.6573 0.01 -0.05 -0.02 -1.46
C -5.2681 -0.2644 -2.6247 -0.01 -0.01 0.00 0.59
C -4.6087 0.7384 -1.9158 0.01 -0.04 -0.01 -0.06
C -5.1365 2.0180 -1.8741 0.03 0.04 0.01 -0.75
C -6.3186 2.3130 -2.5418 0.00 0.03 0.00 -0.46
C -6.9741 1.3222 -3.2543 -0.02 0.00 -0.01 -0.61
C -6.4498 0.0367 -3.2911 0.00 -0.01 -0.01 -0.25
C -3.6018 -2.4917 -0.6243 0.08 -0.17 0.07 0.41
S -2.0872 -1.9845 -1.0647 -0.07 0.14 -0.04 -0.08
C -5.0982 -3.3876 2.7542 0.08 0.02 -0.04 -1.42
C -5.1088 -2.1321 3.5941 0.01 0.01 0.01 0.49
C -6.2302 -1.7534 4.3185 -0.02 -0.03 0.00 -0.47
C -6.2176 -0.5776 5.0592 -0.01 0.01 0.02 -0.61
C -5.0884 0.2267 5.0648 0.01 0.02 -0.01 -0.48
C -3.9652 -0.1427 4.3323 -0.02 0.06 0.06 -0.70
C -3.9767 -1.3199 3.6086 -0.13 -0.10 -0.05 0.48
H -5.7104 -1.1354 0.8815 -0.03 0.01 -0.02 0.32
H -6.8746 -2.4129 1.2500 -0.01 -0.01 -0.02 0.55
H -6.7384 -1.8923 -1.2244 -0.02 -0.01 0.02 0.48
H -6.3202 -3.5824 -0.8759 0.01 0.00 0.02 0.30
H -5.3533 -2.2970 -3.2917 0.02 0.01 -0.02 0.40
H -3.7047 -1.7017 -3.0425 0.00 0.03 0.02 0.41
H -3.6769 0.5200 -1.4082 0.05 -0.02 0.02 0.42
H -4.6165 2.7915 -1.3236 0.00 0.00 0.00 0.47
H -6.7249 3.3158 -2.5079 0.01 -0.01 0.00 0.38
H -7.8938 1.5457 -3.7795 0.01 0.00 0.00 0.39
H -6.9634 -0.7396 -3.8485 0.01 0.01 0.00 0.38
H -4.2844 -4.0509 3.0352 0.00 -0.02 0.01 0.38
H -6.0392 -3.9335 2.8389 -0.01 0.01 0.01 0.44
H -7.1160 -2.3798 4.3096 0.01 0.00 0.01 0.37
H -7.0924 -0.2896 5.6282 0.00 -0.01 0.00 0.37
H -5.0809 1.1448 5.6384 -0.01 -0.01 0.00 0.40
H -3.0772 0.4774 4.3155 0.00 -0.04 0.00 0.40
H -3.0963 -1.5931 3.0430 0.06 0.03 0.01 0.38
Cl -1.3958 -4.2895 4.4422 0.05 0.00 0.02 -0.23
C 0.3402 -4.0192 4.3588 -0.18 -0.03 0.03 1.00
C 0.8331 -3.3635 3.2434 0.18 -0.22 0.42 -2.19
C 2.1889 -3.1271 3.3020 0.17 0.10 -0.12 1.15
Cl 2.8895 -2.2125 1.9551 -0.06 -0.05 0.01 -0.18
C 3.0408 -3.5101 4.3320 -0.08 -0.04 0.05 -0.46
Cl 4.7270 -3.1536 4.3020 0.01 0.00 -0.01 -0.19
C 2.4865 -4.1961 5.4102 0.01 0.01 -0.02 0.70
Cl 3.4882 -4.7117 6.7121 0.00 -0.01 0.01 -0.21
C 1.1143 -4.4496 5.4319 0.07 0.02 -0.01 -0.47
Cl 0.4204 -5.2721 6.7779 -0.01 -0.01 0.01 -0.19
C 2.7280 -0.0552 -0.4668 -0.06 0.05 0.05 -0.50
P 1.2158 -0.9485 -1.0396 -0.09 0.06 0.16 0.15
C 0.2478 0.4184 -1.7817 0.09 0.04 -0.07 1.45
C -0.3790 1.2735 -0.8762 -0.03 0.01 0.05 0.40
C -1.0388 2.4097 -1.3202 -0.02 -0.03 0.03 -0.77
C -1.1126 2.6874 -2.6764 -0.06 0.03 -0.01 -0.77
C -0.5143 1.8283 -3.5854 0.02 -0.03 -0.05 -1.17
C 0.1733 0.7078 -3.1413 -0.01 0.03 0.05 -0.71
C 1.7382 -2.0141 -2.4273 0.00 -0.02 -0.02 0.39
C 3.0426 -2.4907 -2.5372 -0.03 0.02 0.01 -0.49
C 3.3887 -3.3878 -3.5365 0.00 -0.03 0.03 -0.62
C 2.4317 -3.8417 -4.4300 0.03 -0.03 -0.03 -0.71
C 1.1227 -3.3992 -4.3130 -0.05 0.02 -0.02 -0.78
C 0.7766 -2.4993 -3.3176 0.06 0.05 0.03 -0.29
P 3.3709 1.3936 -1.4280 0.00 -0.02 -0.10 -0.04
C 4.7979 1.8626 -0.3728 -0.06 0.04 0.15 0.73
C 5.0890 1.3149 0.8735 0.00 -0.03 0.02 -0.17
C 6.1708 1.7737 1.6177 0.01 0.01 0.01 -0.71
C 6.9803 2.7836 1.1250 0.01 -0.01 0.01 -0.59
C 6.7027 3.3346 -0.1204 0.02 0.04 0.00 -0.64
C 5.6179 2.8857 -0.8529 -0.01 0.03 -0.05 -0.79
C 4.2948 0.5258 -2.7629 0.04 -0.06 0.00 0.32
C 3.7794 0.5591 -4.0547 0.02 -0.02 0.01 -0.32
C 4.3911 -0.1497 -5.0819 -0.03 0.07 -0.03 -0.58
C 5.5411 -0.8782 -4.8301 0.05 -0.01 -0.03 -0.58
C 6.0860 -0.8920 -3.5515 0.02 -0.01 -0.01 -0.63
C 5.4659 -0.1960 -2.5282 0.00 0.02 0.05 -0.37
H 3.5100 -0.7874 -0.2568 0.02 -0.04 -0.03 1.17
H 2.4213 0.3434 0.5079 0.00 0.03 -0.04 -0.16
H -0.3558 1.0601 0.1878 0.01 -0.05 -0.07 -0.46
H -1.4924 3.0765 -0.5967 0.00 0.00 -0.02 0.58
H -1.6340 3.5700 -3.0260 0.01 -0.01 0.01 0.47
H -0.5672 2.0389 -4.6470 0.01 0.00 0.02 0.46
H 0.6628 0.0692 -3.8599 0.06 -0.11 -0.08 0.70
H 3.8082 -2.1544 -1.8540 0.00 -0.01 0.02 0.35
H 4.4128 -3.7297 -3.6145 0.00 0.01 0.01 0.49
H 2.7020 -4.5431 -5.2091 0.00 0.01 0.00 0.40
H 0.3642 -3.7573 -4.9982 0.01 0.00 0.01 0.44
H -0.2501 -2.1706 -3.2347 -0.08 0.04 0.00 0.37
H 4.4833 0.5194 1.2898 -0.01 0.02 -0.02 0.49
H 6.3766 1.3314 2.5847 0.01 0.01 0.00 0.47
H 7.8232 3.1400 1.7035 -0.01 -0.01 0.00 0.39
H 7.3328 4.1203 -0.5195 -0.01 0.00 0.01 0.45
H 5.4061 3.3314 -1.8191 -0.03 0.00 0.00 0.41
H 2.8929 1.1471 -4.2548 -0.06 0.01 -0.01 0.51
H 3.9735 -0.1214 -6.0810 0.00 -0.01 0.02 0.44
H 6.0231 -1.4264 -5.6303 -0.01 0.00 0.00 0.41
H 6.9938 -1.4491 -3.3541 0.00 0.01 0.00 0.41
H 5.8928 -0.2131 -1.5308 0.01 0.00 -0.02 0.37
C 4.0073 7.1667 0.2012 0.01 -0.03 -0.04 -1.14
C 3.1035 6.0226 0.5878 -0.06 0.05 -0.04 0.83
O 2.5067 5.3434 -0.1997 0.05 0.00 0.01 -0.51
S 3.0216 5.7946 2.3601 -0.01 0.00 0.02 -0.28
C 2.0196 4.3411 2.4513 -0.01 -0.09 0.04 -0.23
C 2.6125 3.1244 2.7657 0.09 0.04 0.00 -0.09
C 1.8458 1.9757 2.8440 -0.07 -0.02 -0.01 -0.59
C 0.4711 2.0230 2.5949 0.02 0.06 0.00 0.61
C -0.1153 3.2552 2.2849 0.01 -0.05 0.03 -0.44
C 0.6505 4.4035 2.2200 0.02 0.07 -0.03 -0.43
C -0.3096 0.8224 2.5830 0.03 0.00 -0.02 0.24
C -0.9684 -0.2009 2.4443 -0.17 0.24 0.14 -1.43
H 3.5988 7.6577 -0.6806 0.02 -0.01 0.01 0.31
H 4.9836 6.7491 -0.0494 0.02 0.01 -0.02 0.24
H 4.1343 7.8818 1.0124 -0.01 -0.01 0.00 0.39
H 3.6806 3.0807 2.9362 0.00 -0.01 0.00 0.52
H 2.3017 1.0245 3.0900 0.02 -0.01 0.01 0.55
H -1.1801 3.2956 2.0936 0.00 0.00 0.01 0.59
H 0.1929 5.3529 1.9738 0.00 0.00 0.01 0.44
```
Positions in Å, forces in eV/Å.